The following is a quantum chemistry calculation of the ion C3H6NO2 with charge +1, from the Open Molecules 2025 dataset.

Geometry as ORCA input:
```
! wB97M-V def2-TZVPD RIJCOSX def2/J DEFGRID3
* xyz 1 3
C -0.31 -0.74 -2.11
C 0.65 0.07 -0.74
C -0.12 -0.20 0.51
N 0.11 0.69 1.67
O -1.40 -0.99 -1.85
O 1.59 0.76 -0.89
H 0.16 -1.00 -3.00
H -0.22 -1.22 0.84
H -1.19 -0.05 0.01
H 0.20 1.67 1.37
H 1.13 0.47 1.86
H -0.62 0.55 2.32
*
```

Properties
HOMO-LUMO gap (spin up / spin down): 6.568 / 9.433 eV
E: -8781.0150 eV
Lowest unoccupied orbital energy (spin up / spin down): -4.134 / -6.829 eV
HOMO energy (spin up / spin down): -10.70 / -16.26 eV

The following is a quantum chemistry calculation of the ion C3H6NO2S2 with charge -1, from the Open Molecules 2025 dataset.

Geometry as ORCA input:
```
! wB97M-V def2-TZVPD RIJCOSX def2/J DEFGRID3
* xyz -1 1
C -1.05 -0.51 0.46
C -0.49 0.59 1.44
C 0.26 1.42 -0.99
N -0.39 -0.55 -0.81
O 1.87 -0.81 -2.07
O 1.13 -2.71 -0.56
S -0.36 2.13 0.45
S 1.36 -1.27 -0.68
H -0.81 -1.46 1.09
H -2.12 -0.57 0.34
H -0.99 0.70 2.34
H 0.48 0.22 1.93
H 1.31 1.14 -1.05
H -0.20 1.69 -1.88
*
```

Properties
HOMO-LUMO gap: 6.638 eV
E: -30462.2972 eV
Lowest unoccupied orbital energy: 3.132 eV
HOMO energy: -3.51 eV

The following is a quantum chemistry calculation of the ion C3H6NO3 with charge +1, from the Open Molecules 2025 dataset.

Geometry as ORCA input:
```
! wB97M-V def2-TZVPD RIJCOSX def2/J DEFGRID3
* xyz 1 1
C -1.06 0.86 -0.74
C -0.90 -1.04 0.06
C 0.19 -0.05 -0.39
N 0.79 0.60 0.91
O -1.16 1.99 -1.03
O -1.90 -0.07 -0.39
O 1.31 -0.15 -1.18
H -1.18 -1.90 -0.53
H -0.92 -1.43 1.08
H 0.24 0.49 1.79
H 1.27 1.56 0.77
H 1.70 0.18 1.01
H 1.61 -1.03 -1.37
*
```

Properties
HOMO-LUMO gap: 11.194 eV
E: -10831.8185 eV
Lowest unoccupied orbital energy: -4.059 eV
HOMO energy: -15.25 eV
SMILES: [NH3+][C@@]1(O)COC1=O

The following is a quantum chemistry calculation of a cluster of 2 separate species, C3H6NO3S in total, from the Open Molecules 2025 dataset.

Geometry as ORCA input:
```
! wB97M-V def2-TZVPD RIJCOSX def2/J DEFGRID3
* xyz -1 1
C -0.03 0.28 1.54
C -0.96 0.44 0.56
C 0.39 -0.24 -1.27
N -0.87 0.17 -0.74
O -1.96 3.00 -2.91
O -2.66 3.44 -0.59
O -3.95 1.86 -1.99
S -2.68 2.53 -1.73
H -0.28 0.49 2.57
H 0.96 -0.09 1.35
H -1.94 0.80 0.85
H 0.28 -0.36 -2.35
H 1.20 0.48 -1.07
H 0.71 -1.21 -0.85
*
```

Properties
HOMO-LUMO gap (spin up / spin down): 8.723 / 4.876 eV
E: -21674.6804 eV
Lowest unoccupied orbital energy (spin up / spin down): 3.739 / 2.115 eV
HOMO energy (spin up / spin down): -4.98 / -2.76 eV

The following is a quantum chemistry calculation of the ion C3H6NO4S with charge -1, from the Open Molecules 2025 dataset.

Geometry as ORCA input:
```
! wB97M-V def2-TZVPD RIJCOSX def2/J DEFGRID3
* xyz -1 1
C -0.36 -0.98 -0.21
C 0.05 0.57 -0.13
C 0.40 1.20 1.15
N 1.48 1.89 1.47
O 1.61 2.37 2.61
O 1.91 4.61 -0.81
O 2.30 2.19 0.40
O 2.03 2.69 -2.25
S 1.48 3.23 -1.00
H 0.65 -1.52 -0.20
H -0.84 -1.10 -1.20
H -0.85 -1.38 0.70
H 0.81 0.83 -0.81
H -0.78 1.07 -0.50
H -0.25 0.87 1.86
*
```

Properties
HOMO-LUMO gap: 8.043 eV
E: -23721.0687 eV
Lowest unoccupied orbital energy: 3.535 eV
HOMO energy: -4.51 eV

The following is a quantum chemistry calculation of a cluster of 2 separate species, C3H6NOP in total, from the Open Molecules 2025 dataset.

Geometry as ORCA input:
```
! wB97M-V def2-TZVPD RIJCOSX def2/J DEFGRID3
* xyz 0 1
C 1.14 -1.00 -0.23
C 1.44 0.44 -0.36
C 0.67 -0.12 0.79
N -1.53 0.75 0.55
O -3.64 0.13 -0.64
P -2.63 -0.37 0.34
H 0.50 -1.43 -1.01
H 1.74 -1.77 -0.04
H 2.27 1.03 -0.11
H 0.77 0.87 -1.05
H 0.85 -0.19 1.83
H -1.60 1.64 -0.06
*
```

Properties
HOMO-LUMO gap (spin up / spin down): 7.503 / 7.503 eV
E: -16030.4284 eV
Lowest unoccupied orbital energy (spin up / spin down): -1.381 / -1.382 eV
HOMO energy (spin up / spin down): -8.88 / -8.88 eV

The following is a quantum chemistry calculation of a cluster of 3 separate species, C3H6NOP in total, from the Open Molecules 2025 dataset.

Geometry as ORCA input:
```
! wB97M-V def2-TZVPD RIJCOSX def2/J DEFGRID3
* xyz 0 1
C -3.13 0.47 0.20
C 1.64 -0.42 1.16
C 0.35 0.13 0.72
N -3.58 1.51 0.42
O -0.68 -0.72 0.52
P -2.18 -1.09 0.23
H 1.74 -0.57 2.26
H 1.85 -1.40 0.66
H 2.44 0.34 0.84
H -0.98 -2.49 -1.30
H 0.21 1.20 0.60
H -0.34 -2.74 -1.90
*
```

Properties
HOMO-LUMO gap (spin up / spin down): 6.930 / 8.185 eV
E: -16030.2395 eV
Lowest unoccupied orbital energy (spin up / spin down): -1.174 / -0.033 eV
HOMO energy (spin up / spin down): -8.10 / -8.22 eV

The following is a quantum chemistry calculation of the ion C3H6NOS with charge -1, from the Open Molecules 2025 dataset.

Geometry as ORCA input:
```
! wB97M-V def2-TZVPD RIJCOSX def2/J DEFGRID3
* xyz -1 1
C -0.43 -0.52 -0.45
C 1.05 -0.85 -0.66
S 2.00 0.60 -1.20
C -0.74 0.13 0.85
N -0.77 1.49 0.86
O -0.94 -0.51 1.88
H -1.10 -1.38 -0.58
H -0.65 0.11 -1.32
H 1.09 -1.68 -1.39
H 1.44 -1.31 0.26
H -0.48 1.93 1.72
H -0.47 1.98 0.02
*
```

Properties
HOMO-LUMO gap: 6.709 eV
E: -17582.7465 eV
Lowest unoccupied orbital energy: 4.091 eV
HOMO energy: -2.62 eV
SMILES: NC(=O)CC[S-]

The following is a quantum chemistry calculation of the ion C3H6NOS with charge +1, from the Open Molecules 2025 dataset.

Geometry as ORCA input:
```
! wB97M-V def2-TZVPD RIJCOSX def2/J DEFGRID3
* xyz 1 1
C 0.33 1.25 0.31
C 1.69 1.01 0.30
C -0.61 -1.08 -0.45
N -0.75 0.32 -0.14
O -1.19 -1.82 0.49
S 2.48 -0.44 -0.15
H 0.09 2.28 0.41
H 2.30 1.79 0.37
H -0.24 -1.55 -1.26
H -1.40 0.40 0.77
H -1.27 0.64 -0.99
H -1.44 -2.79 0.32
*
```

Properties
HOMO-LUMO gap (spin up / spin down): 8.551 / 6.494 eV
E: -17569.2477 eV
Lowest unoccupied orbital energy (spin up / spin down): -4.565 / -6.336 eV
HOMO energy (spin up / spin down): -13.12 / -12.83 eV

The following is a quantum chemistry calculation of the molecule C3H6NP, from the Open Molecules 2025 dataset.

Geometry as ORCA input:
```
! wB97M-V def2-TZVPD RIJCOSX def2/J DEFGRID3
* xyz 0 3
C 2.38 -0.36 -0.02
C -1.82 0.30 0.00
C 1.01 -0.58 -0.33
N 3.48 -0.15 0.23
P -0.07 0.92 -0.09
H -2.33 0.38 -0.98
H -2.39 1.02 0.64
H -1.94 -0.71 0.41
H 1.16 -0.63 -1.37
H 0.45 -1.33 0.23
H 0.08 1.13 1.28
*
```

Properties
HOMO-LUMO gap (spin up / spin down): 5.081 / 8.325 eV
E: -13980.7566 eV
Lowest unoccupied orbital energy (spin up / spin down): 0.859 / -3.020 eV
HOMO energy (spin up / spin down): -4.22 / -11.34 eV

The following is a quantum chemistry calculation of a structure of composition C3H6NaO2, from the Open Molecules 2025 dataset.

Geometry as ORCA input:
```
! wB97M-V def2-TZVPD RIJCOSX def2/J DEFGRID3
* xyz 1 1
O 1.23 -0.92 -0.05
C 0.02 -1.41 -0.36
C -1.09 -0.94 0.58
O -1.12 0.54 0.45
C -1.91 1.09 -0.33
Na 2.03 1.02 0.20
H -0.07 -2.52 -0.32
H -0.39 -1.04 -1.39
H -0.91 -1.15 1.64
H -2.08 -1.31 0.29
H -1.83 2.18 -0.43
H -2.80 0.56 -0.70
*
```

Properties
HOMO-LUMO gap (spin up / spin down): 6.129 / 6.130 eV
E: -11710.6836 eV
Lowest unoccupied orbital energy (spin up / spin down): -5.900 / -5.900 eV
HOMO energy (spin up / spin down): -12.03 / -12.03 eV

The following is a quantum chemistry calculation of the molecule C3H6O, from the Open Molecules 2025 dataset.

Geometry as ORCA input:
```
! wB97M-V def2-TZVPD RIJCOSX def2/J DEFGRID3
* xyz 0 1
C 1.17 -0.26 -0.20
C -0.12 -0.35 0.44
C -1.15 0.41 0.01
H 0.94 -0.08 -1.33
H 1.82 -1.11 0.18
H 1.54 0.89 0.19
H -0.15 -0.72 1.50
H -0.84 0.90 -1.12
H -1.79 1.23 0.61
O -1.41 -0.92 -0.27
*
```

Properties
HOMO-LUMO gap: 10.940 eV
E: -5252.3180 eV
Lowest unoccupied orbital energy: 1.068 eV
HOMO energy: -9.87 eV
SMILES: C[C@H]1CO1

| no. | maximum force (eV/A) |
| --- | --- |
| 1 | 5.27 |
| 2 | 4.52 |
| 3 | 2.57 |
| 4 | 0.80 |
| 5 | 3.33 |
| 6 | 4.11 |
| 7 | 3.89 |
| 8 | 1.32 |
| 9 | 6.73 |
| 10 | 2.90 |
| 11 | 1.41 |
| 12 | 8.59 |